<1>
12
Properties=species:S:1:pos:R:3 method="wB97M-V/def2-TZVPD" homo_ev=-9.81 total_charge=0 homo_lumo_gap_ev=9.45 molar_mass_g_mol=112.092
O -2.24280 -1.04428 0.55497
N 0.01823 -0.87960 -0.60985
N -1.39619 1.04297 -0.35930
N 1.14939 0.97106 0.32422
N 2.42627 -0.71445 0.04275
C -0.19872 1.48377 -0.03131
C 1.21824 -0.35312 0.02469
C -1.34212 -0.30934 -0.10600
H 0.01928 -2.00946 -0.30004
H 1.83066 1.67152 1.20296
H 2.77776 -1.77305 -0.04772
H -0.13359 2.59755 -0.40402


<2>
12
Properties=species:S:1:pos:R:3 method="wB97M-V/def2-TZVPD" homo_ev=-9.63 total_charge=0 homo_lumo_gap_ev=8.92 molar_mass_g_mol=112.092
O -1.70226 1.16602 0.71904
N 1.93503 -0.53704 -0.02557
N -0.24359 -0.76734 1.55072
N -1.32123 0.83504 -0.58662
N 0.07313 -0.30252 -1.99634
C 0.55286 -0.57058 0.28258
C -1.19121 0.14597 1.60386
C -0.29318 0.10211 -0.75749
H -1.80557 0.16838 2.56981
H 1.36982 -0.09522 -1.60379
H 0.15829 1.00387 -2.45032
H 2.46791 -1.14867 0.69411


<3>
12
Properties=species:S:1:pos:R:3 method="wB97M-V/def2-TZVPD" homo_ev=-9.02 total_charge=0 smiles="Nc1nncc(=O)[nH]1" homo_lumo_gap_ev=9.09 molar_mass_g_mol=112.092
O -2.16802 -1.06596 -0.28128
N 1.15300 1.14849 -0.38272
N -0.07568 -0.96358 0.39477
N -0.14392 1.70261 0.13167
N 2.41886 -0.75549 -0.03107
C -1.28437 1.01127 0.23221
C -1.33704 -0.34297 -0.16151
C 1.08911 -0.24373 -0.07636
H 3.03010 0.05960 0.31697
H -2.30922 1.53693 0.56090
H 2.57171 -1.62550 0.19416
H -0.22044 -1.91497 0.42354


Name the most stable of them. <3>.


<1>
26
Properties=species:S:1:pos:R:3 method="wB97M-V/def2-TZVPD" homo_ev=-8.32 total_charge=0 smiles=OCCSCc1cnc2ccccn12 homo_lumo_gap_ev=8.91 molar_mass_g_mol=208.286
S 0.28550 0.49997 -2.57718
O 1.68259 -2.57926 -3.02302
N 0.03038 0.48198 1.17300
N -2.03679 1.36787 0.93283
C -0.76751 -0.37866 3.74614
C -0.11902 -1.19377 -2.14476
C 0.53010 -0.45167 3.25745
C -1.24567 1.62449 -0.15314
C -1.34457 0.74816 1.74683
C 1.17230 1.14267 -1.13829
C 0.05055 1.25182 -0.07933
C 0.93764 -0.03896 2.03719
C -1.61858 0.22843 3.01251
C 0.97307 -2.16253 -1.86571
H 2.24735 -0.24261 1.91664
H -1.00785 -0.72892 4.81470
H 2.00446 0.42730 -0.75793
H 1.84741 -1.96558 -3.80010
H 1.58104 -0.54994 3.92581
H 1.46742 2.09855 -1.60995
H -0.89189 -1.02591 -3.03952
H -1.68770 1.85015 -1.15458
H -2.50116 0.72813 3.42717
H -0.71881 -1.02044 -1.19052
H 1.68920 -1.40912 -1.30133
H 0.57672 -3.09597 -1.06562


<2>
26
Properties=species:S:1:pos:R:3 method="wB97M-V/def2-TZVPD" homo_ev=-8.06 total_charge=0 smiles=OCCSCc1cnc2ccccn12 homo_lumo_gap_ev=8.62 molar_mass_g_mol=208.286
S -0.25569 -0.96857 2.89609
O 1.59686 -3.31359 1.44725
N -0.72645 0.74220 -0.63769
N -0.42461 2.78090 0.29126
C -0.10803 1.60644 -3.16972
C -0.43393 2.09395 -0.81710
C 1.31974 -0.96629 1.99748
C -0.78387 1.89464 1.25157
C -0.42055 0.24043 -2.92323
C 1.54800 -1.97221 0.88282
C -0.78653 -0.17961 -1.66113
C -0.94969 0.57934 0.75825
C -0.13327 2.47214 -2.11466
C -1.26764 -0.71159 1.43546
H -0.32247 -0.60573 -3.66253
H -1.08279 -1.51755 0.73052
H -2.27897 -0.63327 1.82389
H -0.02941 2.05176 -4.22503
H 1.93849 -1.20215 2.84050
H 0.77990 -1.90670 0.04025
H 0.72444 -3.45198 1.95867
H 0.03338 3.57903 -2.15357
H -1.19687 -1.18490 -1.47471
H -0.90582 2.15639 2.27086
H 2.57698 -1.69242 0.49085
H 1.58880 0.10934 1.72365


Name the most stable of them. <2>.


<1>
19
Properties=species:S:1:pos:R:3 method="wB97M-V/def2-TZVPD" homo_ev=-14.07 total_charge=+1 homo_lumo_gap_ev=9.79 molar_mass_g_mol=109.098
O 0.81211 0.79798 3.08856
O 3.98086 -1.71267 -1.43375
O -3.53848 1.22728 1.79467
O -0.73959 -0.16385 -1.08318
O 0.84628 3.85616 -0.56474
O -0.88251 -4.15879 -2.19463
H 0.03832 0.25197 -0.70432
H 3.89215 -1.83513 -0.48856
H 0.71432 0.10517 3.74176
H -0.83296 -4.20200 -3.14957
H -0.63072 -1.11492 -1.15543
H 1.23032 4.46409 0.06707
H 0.23550 4.39106 -1.07174
H -0.67575 -5.04679 -1.90318
H 0.30337 1.53003 3.43716
H 4.88885 -1.43531 -1.55564
H -1.51296 0.10334 -0.58108
H -3.74487 2.15725 1.88842
H -4.38425 0.78514 1.86819


<2>
19
Properties=species:S:1:pos:R:3 method="wB97M-V/def2-TZVPD" homo_ev=-15.55 total_charge=+1 homo_lumo_gap_ev=10.73 molar_mass_g_mol=109.098
O -0.92028 -1.24615 -1.49134
O -0.03324 1.65426 1.41350
O 1.34506 -2.00243 -0.18686
O -0.62463 -0.98710 1.63131
O 1.61282 0.95661 -0.56810
O -1.64872 1.33734 -1.11507
H -1.54877 2.29004 -1.00022
H 1.86608 1.87056 -0.75547
H -0.88323 1.55985 0.16446
H 0.70303 1.13757 -0.27126
H -1.32841 0.41802 -0.89572
H -0.23113 0.69110 1.51913
H -0.26520 -1.93936 -1.31786
H -0.05205 -1.67149 1.24543
H -1.07676 -1.46751 -2.42146
H -0.77976 -1.23151 2.54633
H 0.35235 2.04836 2.20251
H 2.23536 -2.34751 -0.25991
H 1.27748 -1.07066 -0.43939


Name the most stable of them. <1>.


<1>
43
Properties=species:S:1:pos:R:3 method="wB97M-V/def2-TZVPD" homo_ev=-9.00 total_charge=0 smiles="CC(C)C[C@H](NC(=O)[C@@H](N)Cc1ccc(O)cc1)C(=O)O" homo_lumo_gap_ev=9.41 molar_mass_g_mol=294.351
O 2.18178 4.08033 -0.72702
O 0.09537 -3.57747 0.28927
O -3.52957 -1.19671 0.68530
O 1.61610 -2.39185 -0.73604
N -3.13860 -1.41678 -2.12090
N -1.29257 -1.23670 1.03584
C 3.24277 -2.14302 1.92227
C -2.40551 -1.02785 0.14499
C -2.16153 -0.61441 -1.21425
C 0.97318 -0.81675 1.78474
C -1.16500 1.68350 -0.99359
C 2.56545 -0.89217 1.42729
C 3.18190 0.26487 2.12154
C 0.63980 -2.42025 -0.00917
C -1.34994 2.98512 -0.42413
C 0.06486 1.25616 -1.32947
C 0.96857 3.48905 -0.77229
C 1.10510 2.19131 -1.21595
C -2.46384 0.95602 -1.30786
C -0.32783 3.88128 -0.31454
C 0.09777 -1.18749 0.61805
H -1.38124 -1.21789 2.12102
H -0.53811 4.82179 0.21790
H 2.45439 1.10694 2.05154
H 0.33441 0.21686 -1.66519
H 2.89662 -2.92111 1.25597
H -2.45970 3.34268 -0.19959
H -3.09880 1.04050 -0.51710
H 3.18471 -2.58378 2.90617
H 3.22166 -0.17207 3.16289
H 2.09286 1.95390 -1.60454
H 0.69041 -1.68702 2.40894
H -2.72762 -2.38111 -2.21790
H 2.60294 -0.78428 0.32457
H 0.06681 -0.54799 -0.17138
H 4.35223 -1.96096 1.83730
H 2.82959 3.48280 -0.26048
H 4.17574 0.57942 1.77465
H -1.17487 -0.76022 -1.68265
H -2.99135 1.12767 -2.25931
H -4.11670 -1.62128 -1.58712
H -0.85554 -3.53549 0.68675
H 0.75598 0.12834 2.29517


<2>
43
Properties=species:S:1:pos:R:3 method="wB97M-V/def2-TZVPD" homo_ev=-8.53 total_charge=0 smiles="O=C(N1CCOCC1)N(Cc1ccco1)C[C@@H]1CCCO1" homo_lumo_gap_ev=9.29 molar_mass_g_mol=294.351
O 0.23172 -2.23311 -0.79492
O 4.52189 1.05537 -0.26066
O 0.80101 2.74230 -0.58062
O -2.68764 2.53032 0.26198
N 1.79425 1.05645 0.60070
N -0.28236 0.75454 -0.43191
C 3.59097 0.15085 -0.80724
C -0.85228 -3.98105 0.31892
C -1.31623 1.26465 -1.32419
C 3.88641 2.26691 0.09276
C -3.83125 0.91509 -0.74490
C -3.94372 2.56074 0.73124
C -0.67259 -0.31675 0.45806
C 2.76457 2.02061 1.10343
C -4.69818 1.59146 0.14772
C 2.45711 -0.16886 0.17603
C -1.55472 -2.68374 0.71385
C 0.50675 -3.45090 -0.12913
C 0.77638 1.59412 -0.17875
C -0.95035 -1.65116 -0.25485
C -2.61656 1.53077 -0.64061
H 3.18317 1.60686 2.02632
H -2.63652 -2.74007 0.62274
H 1.02656 -4.10198 -0.83317
H -0.77526 -4.69233 1.13719
H -0.92251 2.19947 -1.73436
H 4.14903 -0.75469 -1.05187
H 0.10570 -0.45079 1.20873
H 2.87540 -0.64988 1.06742
H -5.73288 1.38214 0.32553
H -4.17603 3.30634 1.46533
H 3.46321 2.74721 -0.80074
H -4.08052 0.09210 -1.38323
H -1.60108 -0.03101 0.97294
H 4.66053 2.90630 0.51948
H -1.62565 -1.46740 -1.09891
H -1.36372 -4.45247 -0.52047
H 2.24590 2.95467 1.31730
H 1.15704 -3.27121 0.73975
H 1.75037 -0.83581 -0.31362
H -1.30368 -2.41777 1.74178
H -1.48114 0.55066 -2.13664
H 3.15691 0.57107 -1.72845


<3>
43
Properties=species:S:1:pos:R:3 method="wB97M-V/def2-TZVPD" homo_ev=-8.70 total_charge=0 smiles="CC(C)C[C@H](N)C(=O)N[C@@H](Cc1ccc(O)cc1)C(=O)O" homo_lumo_gap_ev=9.12 molar_mass_g_mol=294.351
O 0.15598 -1.20891 2.97956
O 2.76778 -2.81616 -0.01531
O 4.84813 3.26928 -1.21893
O 1.77945 -3.25780 -1.96474
N 0.66349 -1.32356 0.86629
N -2.48122 -1.74365 2.57810
C -4.35054 -0.05727 0.87528
C -1.70097 -1.26301 1.51264
C -1.80425 0.09144 1.30502
C 2.74649 0.58776 -2.65013
C 0.56182 -0.43852 -1.41040
C -0.21146 -1.34034 1.85568
C 1.87299 0.33500 -1.56809
C -3.13637 2.20299 0.82256
C 0.61484 -1.63586 -0.52014
C 1.89899 -2.55448 -0.73133
C 3.09381 2.01982 -0.20861
C 2.10320 1.06895 -0.42490
C 3.86150 1.40647 -2.43626
C -3.00059 0.71907 0.59336
C 4.02627 2.18632 -1.23124
H 3.16214 2.96542 0.32552
H -3.15486 2.44335 1.99543
H -1.83927 0.36224 2.29029
H -0.17048 -2.36813 -0.95564
H 1.64117 -1.34366 1.35605
H 1.43955 1.10363 0.47256
H 2.57383 -3.88763 -2.03948
H -5.02051 0.61523 0.19587
H -2.64603 0.45851 -0.51995
H -4.68818 0.03774 1.94742
H 0.58429 -0.79331 -2.38549
H 5.21799 3.67882 -2.16382
H -2.28068 2.69458 0.52058
H 4.42178 1.52046 -3.34163
H -2.74900 -2.71963 2.23129
H -1.81795 -1.69665 3.40560
H -4.04078 2.84516 0.26396
H 2.64704 -0.05724 -3.48127
H -0.35148 0.22110 -1.20659
H -2.03905 -1.83877 0.63843
H -0.94486 0.61444 1.00103
H -4.25403 -1.10321 0.44144


Name the most stable of them. <2>.